(1)
DFT (ωB97M-V/def2-TZVPD) results for one molecule with the formula C6H10.

Results
Energy relative to the best compared isomer or geometry (same formula, charge and spin) in kJ/mol: 36.4
F_max in eV/Å: 0.257
SMILES: C1C[C@@H]2C[C@@H]2C1
LUMO in eV: 1.241
Molar mass in u: 82.15
HOMO level in eV: -9.814
Gap between HOMO and LUMO in eV: 11.05

The geometry in ORCA input format:
```
! wB97M-V def2-TZVPD RIJCOSX def2/J DEFGRID3
* xyz 0 1
C 1.42191 0.25860 0.76568
C 0.91833 0.41843 -0.64754
C -0.91208 -1.02238 -0.05063
C -0.02779 -0.61779 -1.23728
C 0.18257 1.06237 0.50036
C -1.14033 0.32156 0.66486
H 1.52607 1.01083 -1.32646
H -1.92952 0.87296 0.13845
H 0.20321 2.13993 0.64142
H 1.32792 -0.69508 1.27960
H 0.44489 -1.45441 -1.76223
H -0.37904 -1.72328 0.60274
H -1.44877 0.21799 1.71110
H -0.66275 -0.08737 -1.96477
H 2.31703 0.81238 1.03494
H -1.84165 -1.51474 -0.35024
*
```



(2)
DFT (ωB97M-V/def2-TZVPD) results for a 11-piece molecular cluster, C28H78O16 overall at a distorted geometry.

Results
Energy relative to the best compared isomer or geometry (same formula, charge and spin) in kJ/mol: 179.5
F_max in eV/Å: 3.196
SMILES: CC(C)O.CC(C)O.CC(C)O.CC(C)O.CC(C)O.CC(C)O.OCCO.OCCO.OCCO.OCCO.OCCO
LUMO in eV: 0.348
Molar mass in u: 670.92
HOMO level in eV: -9.799
Gap between HOMO and LUMO in eV: 10.15

The geometry in ORCA input format:
```
! wB97M-V def2-TZVPD RIJCOSX def2/J DEFGRID3
* xyz 0 1
O 2.05825 1.05381 3.09361
O 2.38334 3.49083 -0.40423
O -1.50452 -4.79632 -2.29187
O -2.05572 -4.47105 3.30317
O 2.58279 -1.49815 1.83991
O -4.43335 -2.23942 4.72782
O 4.20097 2.88861 -2.71229
O -2.21932 3.75394 -4.48921
O 1.59942 -3.60692 -1.69604
O 0.71276 3.16713 1.86817
O 1.79485 -2.30512 -4.46750
O -0.96764 0.70235 0.84978
O 1.53535 0.42320 -0.38614
O -2.62440 -5.00834 0.24131
O -3.97268 5.79797 2.02508
O 3.84180 -5.05393 -2.19777
C 3.38433 -0.88140 2.88708
C 4.15672 0.54518 -2.74440
C -0.70577 -0.48535 0.08309
C 2.34200 -1.44276 -6.61419
C 4.92982 1.73107 -0.70380
C 0.09495 -4.18925 2.33743
C 0.39783 -0.21646 -0.99937
C -0.31055 -4.08568 4.86199
C 4.87526 1.71406 -2.20081
C -3.84911 -0.89110 4.69560
C -2.93869 -3.94934 -0.64577
C 1.32360 4.41349 -0.16060
C -1.36217 5.41306 -3.03771
C 3.85093 -4.18905 -1.06669
C -0.66796 -4.78332 3.50348
C 2.85080 -3.07549 -1.34171
C -2.61536 3.89227 1.71942
C -4.86008 3.86364 3.00587
C 1.49612 -1.18904 -5.33634
C -3.98169 -0.24721 3.35678
C 3.35846 0.61411 2.75367
C -1.48171 2.96240 -2.46884
C -4.03746 4.38657 1.84074
C -2.15930 4.11355 -3.09844
C -1.79390 -3.60719 -1.56717
C 0.00228 -1.13533 -5.49586
C 0.95735 4.42948 1.32425
C -4.62524 -0.13980 5.77271
H 1.30727 -2.25078 -3.62475
H -1.44762 -4.60435 -3.24260
H -0.32241 5.23711 -3.27702
H -0.05416 -3.10792 2.34988
H 4.73626 -0.37622 -2.59893
H 2.16581 -0.65518 -7.27879
H -5.52692 0.21912 5.30079
H 1.93121 -2.08257 2.17261
H -5.13552 2.85447 2.87014
H 3.16607 0.29914 -2.31328
H -0.16729 -0.39021 -6.25086
H 1.99282 -2.38432 -7.02026
H -2.46258 2.84414 1.50327
H -4.07004 0.76305 6.13461
H -2.02872 4.05776 2.66548
H -3.81091 -4.19377 -1.21191
H 1.60265 5.37936 -0.48191
H -2.12249 -2.79067 -2.28003
H -0.26072 -4.68743 1.45765
H -4.84192 6.07825 2.22280
H -3.82002 0.85994 3.47114
H 4.86038 -3.70329 -0.90734
H -0.01604 0.50586 -1.74707
H 2.79160 -2.38361 -0.49654
H -2.14186 4.51874 0.91371
H 1.84802 -0.26878 -4.84671
H -1.53254 5.84664 -2.03357
H -0.78643 -4.80109 5.56628
H 4.02614 0.73889 -3.85462
H 3.47497 3.16379 -2.11558
H -3.92525 -2.79538 4.13543
H 1.17127 -4.33005 2.39250
H 4.17289 1.09614 3.33027
H 3.69402 -4.78708 -0.15930
H -0.57104 2.85548 -3.06072
H 2.85074 -1.14421 3.81025
H -1.29983 3.83248 -4.83879
H 1.76933 -4.05734 -2.52991
H 5.84609 1.69349 -2.61551
H 4.37484 -1.27933 2.79657
H -3.18758 4.26914 -2.74311
H -0.32069 0.53104 1.54481
H 0.78122 -4.13734 5.03767
H -0.75172 -3.08867 4.95340
H 3.36989 -1.59634 -6.30386
H -2.11656 2.04702 -2.56268
H 0.19068 2.61834 1.28686
H 3.34071 -2.50195 -2.14116
H -4.93468 -0.80430 6.60049
H -1.22304 3.06838 -1.42306
H -4.88878 -0.52527 2.81354
H 0.45094 4.08330 -0.72719
H 3.89436 1.78226 -0.36058
H 0.09108 5.10957 1.45575
H -3.21583 -0.48443 2.59993
H -1.55965 -0.89226 -0.45314
H 0.73710 -1.10186 -1.42741
H -4.29473 4.02866 3.96620
H 5.38414 2.66406 -0.33696
H -4.59104 4.06825 0.94998
H 1.93639 2.00179 2.77104
H -0.91264 -3.36522 -0.93643
H -2.75903 -1.02043 5.00029
H 5.54403 0.90162 -0.29921
H -1.80073 6.11802 -3.74141
H 1.84746 -0.04665 0.39861
H -5.75063 4.52404 3.06920
H -0.54983 -5.89371 3.54446
H -3.17780 -3.04224 -0.07660
H -2.55204 -4.96412 2.59434
H -0.43023 -2.09741 -5.79641
H 3.61669 0.85827 1.75764
H -0.37142 -1.28111 0.76990
H 4.20031 -4.44408 -2.90728
H -0.47831 -0.78487 -4.59454
H 1.81624 4.85068 1.89996
H -2.30698 -5.75968 -0.28015
H 1.97137 2.66759 -0.17443
*
```



(3)
DFT (ωB97M-V/def2-TZVPD) results for C28H30CdN3O2STe as an isolated structure.

Results
Energy relative to the best compared isomer or geometry (same formula, charge and spin) in kJ/mol: 0.0
F_max in eV/Å: 0.135
LUMO in eV: -2.335
Molar mass in u: 712.65
HOMO level in eV: -11.034
Gap between HOMO and LUMO in eV: 8.70

The geometry in ORCA input format:
```
! wB97M-V def2-TZVPD RIJCOSX def2/J DEFGRID3
* xyz 1 1
Te -2.11918 -0.01911 -3.13230
Cd -0.95868 -1.16988 -0.77325
S -0.74439 2.56476 0.18825
O -1.12181 1.21199 -0.36685
O -2.45365 -3.77556 2.11861
N 0.01777 -1.42036 1.30330
N -2.41266 -2.33573 0.31955
N -1.16983 -3.32964 -1.89014
C -0.81498 -2.09147 2.10975
C 0.90169 2.97709 -0.48318
C 1.77266 4.84088 3.77677
C -2.01566 -2.80965 1.50234
C -0.33270 2.29654 1.92663
C -0.74351 -5.07405 -3.46473
C -0.54904 -2.25271 3.46190
C 0.60760 -1.71048 3.98888
C 2.99957 1.92255 0.41062
C -2.74762 -5.08514 -2.16607
C 1.35417 3.65953 3.18215
C -2.32907 -3.90702 -1.55341
C -3.18989 -3.24243 -0.48590
C -1.65158 -1.30424 -4.75978
C -0.39885 -3.90602 -2.82041
C -0.96243 1.61753 -3.82805
C 3.95951 0.91796 0.40016
C -0.30715 5.87794 3.17082
C 1.15150 -0.92477 1.80816
C 1.48445 -1.04470 3.14224
C 2.74901 -0.22070 -1.33210
C 0.94453 5.95372 3.76568
C -1.95205 -5.67377 -3.12819
C 1.79822 0.78985 -1.32982
C 1.90851 1.86863 -0.45071
C 0.10326 3.57720 2.57953
C -0.72813 4.69488 2.58294
C 3.83371 -0.15867 -0.46540
H 0.68472 3.28070 -1.50876
H 1.22994 3.85989 0.06700
H -1.41213 1.98023 -4.74782
H -0.08376 -5.50579 -4.20343
H 0.06977 1.32607 -4.00441
H 4.58363 -0.93787 -0.47675
H -3.68523 -5.53325 -1.86483
H 0.42976 1.52141 1.97546
H 0.53432 -3.40307 -3.04856
H -1.71281 4.63896 2.13380
H -1.25969 1.90024 2.34726
H 2.74302 4.89081 4.25264
H 2.66187 -1.04533 -2.02898
H -0.57517 -1.41252 -4.85850
H -1.25055 -2.82262 4.05329
H -1.01944 2.39155 -3.06738
H 2.41637 -0.63178 3.50343
H 4.81225 0.98313 1.06282
H 0.83642 -1.82154 5.04048
H 0.97818 0.76550 -2.03851
H -2.07830 -0.88865 -5.66808
H 3.11154 2.77057 1.07503
H -3.64250 -4.02453 0.12787
H 1.80755 -0.42181 1.11215
H 1.26945 6.87571 4.22814
H -4.00600 -2.71042 -0.98836
H -2.10293 -2.27166 -4.55146
H -2.25917 -6.59527 -3.60462
H -0.96070 6.73984 3.17123
H 1.99632 2.78654 3.20183
*
```



(4)
DFT (ωB97M-V/def2-TZVPD) results for C7H9MnN4O6 as an isolated structure at a distorted geometry.

Results
Energy relative to the best compared isomer or geometry (same formula, charge and spin) in kJ/mol: 36.4
F_max in eV/Å: 1.923
<S²>: 6.076
LUMO (spin up / spin down) in eV: -11.076 / -9.253
Molar mass in u: 300.11
HOMO level (spin up / spin down) in eV: -16.144 / -16.163
Gap between HOMO and LUMO (spin up / spin down) in eV: 5.07 / 6.91

The geometry in ORCA input format:
```
! wB97M-V def2-TZVPD RIJCOSX def2/J DEFGRID3
* xyz 2 5
Mn -0.46013 0.06730 -0.81986
O 0.34527 -3.36591 -2.52479
O -2.18634 4.21197 2.94646
O -1.85263 3.53111 0.15116
O -0.95219 1.73008 -0.85526
O -1.67309 3.09397 4.79051
O -0.29057 -1.69047 -1.26443
N -0.50706 0.47183 1.28657
N 1.73789 -0.20700 -1.76484
N 1.67900 -1.50832 -2.30189
N -0.30788 -0.01079 2.51755
C -1.71522 3.18462 3.59844
C -1.34060 2.45987 0.19963
C -1.05272 1.70170 1.45837
C 0.57240 -2.21948 -2.03600
C -0.69259 0.85933 3.45128
C -1.18152 1.99451 2.81687
C 1.26175 -4.02792 -3.44248
H 1.95281 0.45585 -2.50795
H 0.74844 -4.93087 -3.75068
H -0.60633 0.67211 4.51159
H 2.47611 -1.88570 -2.79575
H 0.07014 -0.93359 2.66686
H 2.48517 -0.14818 -1.07565
H -2.14700 4.18659 1.98172
H 1.45351 -3.40038 -4.31234
H 2.18335 -4.29221 -2.92509
*
```